99
Properties=species:S:1:pos:R:3:lowdin_charge:R:1 method="wB97M-V/def2-TZVPD" e_above_lowest_kcal_mol=26.6 charge=-2 total_energy_ev=-97489.8147 gap_ev=3.688 fmax_ha_per_bohr=0.01801
Cd 1.02 1.78 -0.95 1.269
N 2.91 3.10 -1.33 -0.065
C 3.05 4.28 -0.46 -0.197
C 1.67 4.76 0.10 -0.760
O 1.48 5.98 0.10 -0.054
O 0.95 3.83 0.54 -0.169
H 3.74 2.52 -1.36 0.060
H 2.66 3.34 -2.28 0.051
H 3.56 5.11 -0.94 0.092
H 3.63 3.97 0.42 0.094
S -0.49 3.48 -2.49 0.501
C -1.27 2.17 -3.31 -0.753
N -2.67 2.07 -3.14 -0.145
C -3.42 1.02 -3.77 -0.156
C -2.77 0.66 -5.10 -0.172
N -1.40 0.29 -4.87 -0.163
C -1.00 -1.08 -4.98 -0.176
C -1.33 -1.98 -3.79 -0.182
C -2.63 -2.40 -3.52 -0.065
C -2.90 -3.20 -2.42 -0.100
C -1.87 -3.61 -1.58 -0.107
C -0.57 -3.21 -1.85 -0.088
C -0.31 -2.40 -2.95 -0.041
C -0.65 1.23 -4.09 -0.582
S 1.11 1.12 -4.13 0.696
C -3.42 2.85 -2.19 -0.186
C -4.30 3.89 -2.86 -0.194
C -3.73 4.80 -3.75 -0.024
C -4.52 5.75 -4.37 -0.097
C -5.89 5.80 -4.13 -0.130
C -6.46 4.90 -3.25 -0.119
C -5.67 3.95 -2.62 -0.058
H -4.45 1.36 -3.92 0.117
H -3.46 0.12 -3.13 0.114
H -2.81 1.55 -5.75 0.122
H -3.30 -0.15 -5.59 0.106
H 0.08 -1.09 -5.11 0.075
H -1.46 -1.51 -5.88 0.116
H -3.44 -2.09 -4.16 0.099
H -3.92 -3.49 -2.21 0.091
H -2.09 -4.22 -0.71 0.090
H 0.24 -3.51 -1.19 0.090
H 0.70 -2.04 -3.14 0.091
H -2.71 3.35 -1.53 0.069
H -4.04 2.18 -1.58 0.118
H -2.66 4.75 -3.93 0.086
H -4.07 6.46 -5.06 0.092
H -6.51 6.55 -4.62 0.083
H -7.53 4.93 -3.05 0.086
H -6.11 3.24 -1.93 0.104
C 5.34 -2.88 0.55 -0.100
N 4.27 -2.04 0.08 -0.165
C 3.97 -0.77 0.42 -0.173
N 2.85 -0.40 -0.15 0.073
C 2.48 -1.50 -0.85 -0.208
N 3.30 -2.52 -0.73 0.122
C 4.89 -3.91 1.56 -0.186
C 5.56 -5.13 1.63 -0.043
C 5.20 -6.08 2.58 -0.075
C 4.18 -5.81 3.48 -0.030
C 3.51 -4.59 3.41 -0.132
C 3.86 -3.65 2.45 0.049
C 2.43 -4.33 4.36 -0.294
N 1.96 -5.11 5.27 0.108
N 0.95 -4.41 5.91 0.109
C 0.89 -3.25 5.34 -0.287
O 1.81 -3.13 4.35 0.143
C -0.01 -2.14 5.63 -0.135
C -1.12 -2.36 6.43 -0.031
C -1.99 -1.32 6.70 -0.073
C -1.74 -0.06 6.17 -0.037
C -0.62 0.18 5.39 -0.174
C -0.36 1.57 4.85 -0.084
N 0.66 1.62 3.84 -0.154
C 0.56 1.29 2.55 -0.150
N 1.73 1.41 1.96 0.070
C 2.53 1.82 2.97 -0.240
N 1.94 1.95 4.14 0.094
C 0.25 -0.87 5.12 0.049
H 6.09 -2.22 1.00 0.131
H 5.80 -3.37 -0.31 0.124
H 4.59 -0.18 1.08 0.123
H 1.60 -1.50 -1.46 0.057
H 6.35 -5.35 0.92 0.110
H 5.72 -7.03 2.62 0.100
H 3.89 -6.53 4.23 0.109
H 3.31 -2.71 2.38 0.129
H -1.31 -3.36 6.82 0.109
H -2.87 -1.49 7.30 0.100
H -2.43 0.75 6.36 0.115
H -0.04 2.23 5.66 0.130
H -1.28 1.98 4.43 0.139
H -0.35 1.01 2.05 0.100
H 3.58 2.06 2.84 0.094
H 1.12 -0.71 4.49 0.123
O -2.96 0.16 0.62 -0.050
C -1.84 0.41 0.22 -0.612
N -0.75 0.65 -0.17 0.000
O 1.52 0.46 -2.68 -0.903

***

13
Properties=species:S:1:pos:R:3:nbo_charge:R:1 method="wB97M-V/def2-TZVPD" e_above_lowest_kcal_mol=79.6 charge=+1 total_energy_ev=-11188.6729 gap_ev=9.178 fmax_ha_per_bohr=0.09884
C 0.38 -1.50 0.17 0.688
C 0.47 -0.12 0.30 -0.650
C -0.80 0.89 -0.01 0.303
N -2.00 0.58 0.60 -0.389
N 0.56 -2.64 0.18 -0.420
N -2.73 -0.23 0.08 0.254
N -3.38 -1.05 -0.34 0.030
O -0.79 1.03 -1.32 -0.713
H 1.19 0.36 -0.52 0.356
H 0.82 -0.01 1.39 0.326
H -0.48 1.79 0.47 0.190
H 0.77 -3.61 0.30 0.501
H -1.43 1.81 -1.63 0.523

***

15
Properties=species:S:1:pos:R:3:nbo_charge:R:1 method="wB97M-V/def2-TZVPD" e_above_lowest_kcal_mol=64.4 total_energy_ev=-25427.2872 gap_ev=8.786 fmax_ha_per_bohr=0.09083
C -2.28 0.29 0.62 -0.266
C 1.07 0.87 -1.49 -0.991
C 1.61 -0.81 1.30 -0.726
O -1.01 0.63 0.06 -0.854
P 0.08 -0.34 -0.52 1.448
S -0.66 -1.90 -1.51 -0.609
H -2.72 1.23 0.40 0.211
H -2.29 -0.21 1.63 0.198
H -2.61 -0.52 -0.09 0.211
H 0.29 1.60 -1.89 0.261
H 1.52 1.45 -0.66 0.237
H 1.84 0.31 -2.07 0.265
H 2.59 -0.65 0.90 0.204
H 1.16 -0.11 1.90 0.198
H 1.43 -1.85 1.42 0.212